The following is a DFT calculation (ωB97M-V/def2-TZVPD) of C28H78InN6Na3O12P as an isolated structure.

LUMO = -13.0 eV
frontier orbital gap = 0.073 Ha
max |F| = 3.3 eV Å⁻¹

ORCA input file:
```
! wB97M-V def2-TZVPD RIJCOSX def2/J DEFGRID3
* xyz 3 1
N -6.16992 -26.10225 -6.95156
Na -10.18209 -29.47821 -5.36252
O -8.17323 -28.66406 -6.54444
H -8.91725 -32.08985 -2.67889
C -7.74875 -34.31348 -9.31027
C -8.24876 -31.22988 -2.73831
O -5.14274 -33.02381 -9.31360
H -3.21801 -21.32704 -6.92530
H -7.34753 -25.61163 -2.69149
H -11.02149 -25.85355 -11.47319
H -8.82959 -22.75092 -3.49815
O -11.49940 -31.89573 -6.58556
H -9.30689 -27.93690 -3.06368
C -3.38212 -22.26568 -7.45474
H -8.41447 -27.46842 -5.39532
H -7.22316 -33.25760 -4.27877
H -11.32030 -22.72881 -7.75655
H -6.02522 -32.50054 -3.20405
C -8.39357 -27.40469 -3.36089
H -10.43888 -33.51056 -7.34710
C -13.32580 -24.36386 -10.75577
O -13.76901 -24.97300 -9.58940
O -10.25094 -21.98720 -4.80187
H -7.61674 -31.21597 -1.84930
C -6.26164 -32.32267 -9.74514
C -14.83997 -31.37606 -8.18436
H -9.31713 -32.08533 -8.55996
H -7.93358 -31.81042 -5.84374
H -13.16046 -33.14690 -6.68987
C -11.83893 -24.16409 -10.70908
H -11.95362 -22.51278 -12.13327
H -6.39526 -32.40938 -10.83566
C -7.45487 -31.15838 -4.00665
H -10.61173 -23.96062 -4.28306
C -10.01712 -23.82863 -6.39966
H -6.91727 -26.43144 -6.33889
O -9.18071 -26.99951 -8.18449
H -8.92109 -23.86452 -6.14844
N -8.37047 -31.14131 -5.20388
H -4.34843 -33.09300 -6.35738
H -14.69228 -31.84571 -9.16762
C -4.31367 -25.81504 -5.37858
H -9.89952 -25.78445 -7.31732
H -11.79423 -23.12359 -5.35830
O -10.35509 -29.15337 -7.76977
H -10.48359 -25.63583 -5.73845
H -6.74096 -25.66528 -7.69150
In -12.21269 -27.11608 -8.42802
O -4.21541 -23.04687 -6.58868
H -9.77004 -21.97353 -7.53238
H -5.55080 -25.75934 -12.23924
H -6.10422 -31.25456 -9.48045
H -6.48644 -24.37315 -12.04209
H -8.23185 -22.11439 -5.06696
H -8.12576 -30.25477 -5.66988
O -8.12683 -29.22169 -8.99097
N -8.66275 -32.00810 -9.34909
C -11.38143 -23.43680 -11.97766
H -15.34881 -30.43923 -8.42413
H -15.44977 -25.95856 -10.43551
H -7.27547 -32.74194 -7.93351
H -3.78001 -25.05834 -4.79351
H -8.18025 -25.90061 -9.11409
C -6.06539 -25.19578 -11.45316
H -4.77196 -26.48901 -4.65165
O -7.64295 -25.26314 -9.63624
H -9.65161 -32.55245 -6.07878
N -11.10347 -25.43319 -10.54064
H -3.81604 -31.56852 -10.04463
C -6.58915 -32.36685 -4.13905
H -8.76397 -20.96242 -3.87643
H -3.14527 -33.22813 -9.64664
H -15.81045 -24.44027 -9.46625
H -15.52972 -32.00451 -7.62477
H -7.96684 -26.23054 -11.47737
H -15.35804 -25.86226 -8.66544
C -8.06181 -26.34934 -2.31932
H -8.33964 -31.03695 -9.15720
H -3.96276 -24.75428 -7.78336
Na -9.58754 -29.83167 -10.72761
H -5.99043 -24.49067 -5.55265
H -3.60571 -26.36185 -5.99699
H -10.34078 -23.11222 -11.97616
H -13.78717 -23.39595 -10.99907
N -12.76238 -30.06406 -8.06266
H -11.61139 -23.50107 -9.86921
H -13.58124 -24.96876 -11.65019
C -8.96903 -21.96438 -4.23564
C -15.16884 -25.31556 -9.60315
H -8.91480 -30.35462 -2.67326
H -5.87467 -33.97084 -6.17060
C -7.15020 -25.98580 -10.77997
C -13.55286 -31.12572 -7.41923
H -5.30935 -24.86339 -10.74765
H -2.38814 -22.72039 -7.50436
P -8.93447 -28.51822 -7.88551
H -8.94989 -25.84745 -1.93270
H -12.39906 -32.72116 -8.24052
C -10.25908 -22.94886 -7.62270
H -3.86764 -22.09540 -8.41373
C -10.60241 -32.96204 -6.41612
H -10.97613 -33.61568 -5.62242
H -4.65037 -33.91872 -4.84708
H -6.73663 -26.93121 -10.41018
C -10.74313 -23.21331 -5.08187
O -5.72074 -32.15168 -5.19538
C -12.69004 -32.32740 -7.24615
C -7.45052 -32.85585 -9.01627
H -7.53955 -28.08788 -3.42116
H -4.07465 -32.95287 -11.09579
N -10.52015 -25.12954 -6.65340
C -4.73245 -24.17883 -7.22453
C -5.13282 -33.35419 -5.65143
H -7.54145 -26.81178 -1.47714
O -8.58519 -26.78496 -4.66232
H -10.13263 -25.20555 -10.29461
H -12.71897 -30.31460 -9.05568
H -8.77523 -34.56375 -9.04898
C -5.34701 -25.09423 -6.21055
H -7.56429 -34.57735 -10.35152
Na -6.19968 -28.52704 -7.85231
H -11.56673 -24.03246 -12.88173
C -3.97820 -32.65507 -10.03443
H -13.82399 -30.76878 -6.41775
H -11.80089 -30.01988 -7.72195
H -7.11321 -34.96681 -8.70588
H -6.73984 -30.32755 -3.99384
H -9.84481 -23.38166 -8.53891
H -5.44400 -23.85563 -8.01476
*
```

The following is a DFT calculation (ωB97M-V/def2-TZVPD) of C28H79AsF6N7O8 as an isolated structure.

LUMO = 2.0 eV
ΔE to the lowest compared entry with this formula, charge and spin = 413.71 kJ/mol
frontier orbital gap = 0.356 Ha
max |F| = 2.8 eV Å⁻¹

ORCA input file:
```
! wB97M-V def2-TZVPD RIJCOSX def2/J DEFGRID3
* xyz -1 1
O -4.76234 -0.83064 5.95661
H 0.70352 8.04696 -0.22446
H 8.72068 4.56631 0.03107
C 8.31098 4.53518 -0.97852
H -0.29023 2.58593 -7.87271
O 4.89950 -0.72689 -8.16904
H -5.63073 -1.77556 4.37833
H 1.45392 6.61455 0.15318
H 7.52515 5.61882 -3.05052
C -1.85066 -8.32172 -0.24120
H -6.01491 -2.32040 6.11139
C -4.11798 -11.26636 0.49422
C 1.42133 9.48414 1.42634
H 8.23412 3.51441 -1.35300
H 2.28924 -5.96888 5.87737
H -3.96906 2.07646 -7.74035
O -6.93943 3.84004 0.84103
F 2.98931 -0.00605 -2.73965
N 7.67016 3.99627 -5.05633
H -0.48406 1.01679 -8.45918
H 4.86217 -0.84455 -7.21983
H -10.46012 3.94307 2.69260
H -5.78384 2.10059 0.65325
C -2.34750 0.86086 5.94533
H 1.40844 1.84661 -9.68738
C 2.18400 7.25848 2.35399
N -10.46851 3.14425 0.22088
H -1.51657 1.38131 6.42156
C -3.48753 -1.38633 5.62984
H 3.23069 8.41662 0.94179
H 3.11930 -7.17029 8.63415
O 9.14523 5.16174 -1.85221
O -2.20452 2.16689 -8.75253
H 10.24916 4.76873 -5.27468
H -3.40683 -2.45495 5.82891
C -2.35328 -0.57488 6.42227
H -4.82392 -11.39666 1.31445
F 2.32751 -2.04511 -1.29746
H -6.72692 -0.89115 5.36241
C -2.95845 1.67628 -7.65893
H -0.95772 -2.10402 6.30017
N -0.98913 -1.09461 6.31448
H -2.53281 1.97830 -6.70200
H -2.22168 -6.14765 -0.21748
C 3.91778 -6.49478 3.87557
C 8.56511 5.30862 -3.15240
H -1.89747 -10.50580 -0.60527
C 1.16966 -8.55607 6.45635
H -0.58002 2.12580 -12.17282
H -10.13240 2.89874 -0.69937
H -3.34375 -7.06376 -1.29034
N 1.58320 7.60450 0.00025
C -9.48295 3.58533 2.36818
H 2.29215 6.36573 4.69680
C -2.62335 -9.70093 -0.48955
C -2.74224 -7.09112 -0.38175
H -1.28177 -8.21622 -2.11702
H -2.27504 0.97353 4.86359
H 9.02389 6.14490 -3.67990
H 0.83439 -9.37587 7.09166
C 9.98641 3.89329 -4.68082
H 3.17588 -8.74337 7.10959
H -3.26483 -9.64516 -1.36903
H -8.60847 3.93449 2.91725
H 1.80727 9.87647 2.36721
H -8.05241 2.12616 0.58966
C 3.19816 6.89992 4.41065
C -5.70669 3.17331 0.47601
H -0.61325 -0.82227 5.41746
F 2.09749 1.51847 -0.92843
F 0.58845 -0.28956 -1.70824
H -1.35911 -8.43602 0.72493
H -3.35127 -12.03686 0.57528
C 3.00058 -6.78087 6.02828
H -0.74189 3.48354 -10.30066
F 1.70516 -0.44326 0.60510
N 1.12915 2.78335 -9.94156
H 1.03395 -8.93808 5.44454
O -3.46715 -10.00447 0.61039
H -2.68180 -0.71779 7.45171
H 3.46472 -5.50342 3.86985
H 1.62702 10.07383 0.53300
H 3.97863 6.26699 3.98831
H 3.72792 7.35695 5.24646
H -8.04390 3.16526 -0.77899
H 7.29011 4.90648 -0.88875
C -0.28151 2.51986 -10.08278
H 3.90324 -6.28288 6.38228
C 8.65364 3.96893 -3.97614
H -3.23269 1.41736 6.25331
C -9.36832 3.77022 0.85625
O 3.24654 -7.30831 4.75055
H 3.79926 -6.70202 2.81203
H -3.43235 -1.38816 4.54124
C -0.49964 1.55289 -11.24901
H 7.72584 3.18455 -5.65475
C -0.77488 2.04291 -8.68409
H 0.30560 0.84231 -11.43548
C -8.09243 3.17887 0.30985
H 6.74592 3.93573 -4.65357
H 0.40232 -7.78287 6.41826
H 0.36638 9.26745 1.59435
H -9.58072 2.50559 2.48094
H 10.80971 3.76778 -3.97760
H -3.01553 0.58839 -7.69537
H -11.17455 3.84838 0.06018
H 8.49979 3.06564 -3.38580
H 1.97921 -8.06100 8.98886
H -5.45320 3.31937 -0.57400
H 2.79758 6.42504 2.01194
N 2.18566 -7.35543 8.29630
H 9.96888 3.09573 -5.42357
H 4.95961 -6.45392 4.19339
H -0.42499 -7.29057 -1.09681
F 3.93733 -0.25285 -0.37614
As 2.30824 -0.26797 -1.10742
H -9.47012 4.81051 0.54717
H -4.60651 -11.29579 -0.47973
C 2.17915 8.23283 1.16219
C 2.47412 -7.91713 6.99575
C -5.82639 -1.50299 5.41540
H 1.35523 3.32270 -9.11810
N -0.83198 -8.20764 -1.21274
H 1.14042 7.08506 2.61660
H 4.88850 -1.61666 -8.52177
O 2.90822 7.85385 3.47179
H -3.46657 -7.09827 0.43273
H -1.50901 1.14623 -11.18655
H -4.89168 3.66329 1.00872
*
```

The following is a DFT calculation (ωB97M-V/def2-TZVPD) of a 10-piece molecular cluster, C28H79N11O13 overall.

LUMO (alpha / beta) = -2.4 / -8.0 eV
frontier orbital gap (alpha / beta) = 0.286 / 0.080 Ha
⟨S²⟩ = 0.76
max |F| = 7.5 eV Å⁻¹

ORCA input file:
```
! wB97M-V def2-TZVPD RIJCOSX def2/J DEFGRID3
* xyz 1 2
H -11.08839 -26.77932 -24.47593
H -13.14370 -23.88746 -23.99473
C -8.77909 -20.22097 -22.60700
O -13.13286 -27.33446 -13.31041
H -13.86590 -22.60342 -20.20483
H -8.52924 -27.49592 -23.04583
C -10.88607 -23.26034 -19.10544
O -10.94127 -24.35042 -19.96820
H -10.84222 -22.77286 -17.04459
H -14.24346 -24.76659 -9.92023
C -14.37179 -21.79780 -13.02252
O -13.35152 -23.05411 -9.93912
O -13.27745 -20.78906 -18.79397
C -5.15813 -23.08199 -19.04316
H -4.77192 -24.92217 -22.33456
N -6.53752 -22.96080 -18.72580
H -12.12359 -28.15930 -16.05059
C -11.36546 -20.03714 -14.55567
H -14.74432 -24.78274 -19.87954
O -4.88665 -20.84545 -19.90700
H -6.87062 -24.69111 -17.49949
H -11.65769 -22.53568 -19.36538
H -4.71462 -25.37707 -14.64662
H -4.94511 -24.12935 -19.25708
O -15.41093 -23.68699 -22.74075
H -4.85154 -23.84908 -16.37694
C -9.04742 -20.36735 -17.84658
C -9.40343 -28.35985 -18.79133
H -9.33225 -26.70660 -19.78407
H -5.54637 -22.46046 -21.07268
N -9.21300 -27.07968 -18.85310
H -11.88057 -24.08222 -17.24659
H -9.21551 -25.93244 -23.55764
C -5.77120 -25.28632 -14.89860
O -12.17456 -20.83005 -13.64597
O -6.10303 -23.84010 -14.96362
H -9.44255 -19.45503 -22.20543
H -11.70015 -19.01818 -14.75011
O -6.66907 -25.78909 -22.63694
H -6.93844 -22.06480 -18.96357
H -13.92724 -19.81347 -13.96291
C -12.22369 -22.32335 -10.27794
H -7.36896 -21.65235 -21.86339
H -8.56003 -19.59239 -15.97552
H -8.71663 -21.50978 -20.76561
C -11.10958 -27.49583 -22.47089
C -11.84773 -26.91477 -23.70576
C -13.60548 -20.85444 -13.93225
O -9.74503 -18.23204 -16.90888
C -12.74895 -24.86247 -24.28046
H -13.10184 -18.02646 -17.30909
H -15.41992 -21.88243 -13.30950
C -7.93625 -25.71997 -21.95546
H -3.55413 -20.12075 -21.32134
H -3.82981 -22.45367 -20.71546
H -10.13816 -24.34347 -17.31752
H -15.53017 -23.64834 -11.94663
N -14.76164 -19.69954 -17.53563
H -13.61812 -21.22184 -14.95839
C -5.80508 -23.33174 -16.27094
H -8.24588 -21.09014 -17.69422
N -12.79634 -18.81837 -17.85649
H -9.86207 -28.20053 -20.79893
H -10.33644 -19.97991 -14.20079
H -5.24547 -19.85861 -21.70463
C -13.59233 -19.83151 -18.08387
H -11.85377 -24.64840 -19.98103
H -11.80994 -27.62884 -21.64632
H -14.87209 -18.93023 -16.89061
H -15.25733 -25.58590 -21.32938
N -9.59397 -28.77117 -20.00988
O -12.09453 -25.50545 -23.30457
C -8.73179 -19.18378 -16.97133
H -9.65886 -29.77560 -20.09354
N -12.47551 -26.06019 -15.07235
C -14.91769 -23.65560 -21.61896
H -13.18393 -28.99908 -14.86933
H -9.15396 -20.88493 -23.38593
H -7.69148 -23.21397 -16.95773
H -12.10253 -26.10787 -16.00974
H -5.97232 -25.94110 -15.74649
H -11.80907 -18.91437 -18.04668
H -8.93059 -26.55242 -18.03925
H -14.51877 -24.94515 -12.64349
H -13.33342 -25.50007 -24.94376
H -11.95146 -24.50481 -24.93177
H -9.08226 -20.18897 -18.92132
H -11.78212 -22.07485 -9.31287
N -12.75249 -28.17385 -15.26042
H -14.29221 -21.82281 -21.60333
H -11.47267 -20.48085 -15.54548
N -13.74199 -23.11202 -12.98807
C -8.92841 -26.54209 -22.70090
N -14.42881 -22.65131 -21.04206
H -8.33898 -24.73292 -21.72820
H -15.48911 -20.33502 -17.83069
C -10.94428 -23.68263 -17.63620
H -7.18008 -18.96637 -22.58193
H -7.55231 -20.26811 -20.80844
N -14.90623 -24.75443 -20.87608
H -9.46551 -17.41969 -17.33731
C -8.09766 -20.94683 -21.46422
H -10.01661 -20.72547 -17.49944
H -12.42579 -21.35665 -10.73917
H -12.24583 -25.27355 -14.48196
H -7.73482 -18.75512 -17.07333
H -14.44152 -21.33932 -12.03610
C -14.50956 -23.99294 -12.11310
C -13.71373 -24.32106 -10.76224
C -6.77873 -23.60923 -17.40354
C -12.83503 -27.16735 -14.48494
H -5.58486 -22.30453 -15.98036
C -4.51923 -19.85202 -20.89184
H -12.65108 -27.58246 -24.01709
H -10.61832 -25.75184 -21.94274
C -4.81299 -22.23624 -20.29810
H -12.82319 -22.89229 -12.63082
H -10.66372 -28.47344 -22.65414
H -6.08677 -24.40182 -21.17766
H -4.52579 -18.85653 -20.44791
H -4.44687 -22.79038 -18.27039
H -6.43620 -25.86667 -14.25901
N -10.12630 -26.62931 -21.85290
H -5.25465 -25.86147 -20.96294
H -9.91032 -22.81475 -19.29898
H -7.75873 -26.06917 -20.93828
O -9.32301 -29.01220 -17.77516
H -11.50960 -22.90073 -10.86514
O -7.59287 -19.61442 -23.15746
C -5.64401 -25.21651 -21.75068
H -12.86387 -24.98022 -10.93932
*
```